Record 1
C18H39CaGeNSbSe4Si3 | wB97M-V/def2-TZVPD

Geometry as XYZ:
```
68
Properties=species:S:1:pos:R:3:forces:R:3
Ca 0.414466 0.334392 1.226978 0.113 0.046 0.106
Se 3.461538 -1.465512 5.690019 -0.002 0.010 -0.013
Sb 2.597042 0.307568 4.220637 -0.025 -0.018 -0.027
Se 3.337379 0.265329 1.883304 -0.075 -0.010 -0.008
Se 0.154172 0.565567 4.182457 -0.022 -0.016 -0.019
Se 3.814602 1.804742 5.734127 0.016 0.012 0.024
C -2.929523 -0.171455 1.719219 -0.007 -0.003 0.003
N -2.113868 0.926456 1.215561 0.002 -0.025 -0.023
C -2.420137 2.150570 1.945437 0.021 0.006 0.017
C -2.330748 1.106073 -0.226669 -0.018 0.010 0.005
C -1.413601 2.150510 -0.830838 0.039 -0.026 0.015
C -1.953464 3.085971 -1.708749 0.016 0.012 0.002
C -1.132479 4.035503 -2.305911 0.003 -0.004 0.000
C 0.221619 4.034520 -2.003524 -0.005 0.004 -0.005
C 0.736038 3.091695 -1.114089 -0.013 -0.002 0.013
C -0.044820 2.109443 -0.487346 -0.063 0.001 -0.064
H -4.006099 0.044542 1.612174 0.005 0.001 0.001
H -2.705374 -0.338612 2.774125 0.000 0.004 0.006
H -2.698167 -1.083554 1.168866 0.010 -0.008 -0.009
H -3.476629 2.436121 1.806708 0.001 0.002 -0.002
H -1.787522 2.961747 1.588628 -0.001 -0.002 0.002
H -2.225988 1.998500 3.006946 0.000 0.010 0.002
H -3.390956 1.352345 -0.418050 0.003 0.002 -0.005
H -2.132694 0.135078 -0.691693 -0.004 -0.015 -0.019
H -3.018840 3.078347 -1.928270 -0.002 -0.002 0.003
H -1.547045 4.767373 -2.991065 0.001 0.001 0.001
H 0.876344 4.773026 -2.457430 0.003 -0.003 0.001
H 1.802592 3.133562 -0.901428 0.002 0.001 -0.004
C -1.818664 -5.093062 -1.796701 -0.027 0.012 -0.010
Si -1.615104 -3.222040 -1.543236 0.032 -0.004 0.005
C -1.074913 -2.516205 -3.214870 0.002 -0.017 -0.016
C -3.402313 -2.630459 -1.294539 -0.009 -0.017 0.001
Ge -0.131707 -2.521142 0.173672 -0.023 -0.002 0.020
Si 1.953156 -3.339357 -0.646821 0.018 0.026 0.030
C 1.921714 -4.919787 -1.701168 -0.004 0.000 -0.010
C 2.764405 -2.025924 -1.737762 -0.008 0.003 -0.007
C 3.147949 -3.681191 0.771885 -0.004 -0.006 -0.022
Si -0.587798 -4.137504 1.863414 0.014 0.027 0.016
C -2.445327 -4.221852 2.246740 0.004 -0.006 -0.004
C 0.281073 -3.672105 3.466719 -0.015 -0.010 -0.009
C -0.086999 -5.928887 1.482897 -0.006 -0.006 -0.003
H -2.463563 -5.287339 -2.661435 0.003 -0.012 0.003
H -2.288767 -5.545126 -0.919156 -0.002 -0.002 -0.002
H -0.863891 -5.595849 -1.957144 0.013 0.013 -0.004
H -1.787791 -2.771930 -4.006108 0.003 0.005 -0.003
H -0.094071 -2.905180 -3.501587 -0.008 0.005 -0.002
H -0.992031 -1.427384 -3.164077 -0.004 -0.004 0.006
H -4.037345 -3.030732 -2.092752 -0.012 0.005 0.009
H -3.485507 -1.542262 -1.314186 0.014 0.016 0.000
H -3.804654 -2.975497 -0.338185 0.005 -0.002 -0.007
H 1.332679 -4.783316 -2.611904 -0.002 0.000 0.001
H 1.494451 -5.759295 -1.148084 -0.003 -0.005 0.003
H 2.941819 -5.188921 -1.997067 -0.003 -0.001 0.002
H 2.117341 -1.747083 -2.573749 0.000 -0.005 0.000
H 3.719378 -2.377706 -2.142229 -0.001 -0.001 0.000
H 2.957336 -1.122414 -1.153618 0.005 0.000 0.004
H 2.794555 -4.491779 1.413382 -0.002 -0.012 0.001
H 3.272120 -2.790658 1.393153 0.001 -0.003 -0.010
H 4.133060 -3.962168 0.384297 0.003 0.000 0.000
H -2.831059 -3.236439 2.518103 -0.004 0.016 0.003
H -2.638031 -4.900838 3.084036 0.005 -0.004 -0.003
H -3.014198 -4.578093 1.383418 -0.001 -0.002 0.001
H -0.037708 -2.687571 3.819688 -0.002 -0.003 -0.003
H 1.364128 -3.618900 3.329126 0.006 -0.003 0.003
H 0.077176 -4.401910 4.257714 0.008 0.005 0.001
H -0.571263 -6.299105 0.576425 0.000 0.004 0.004
H -0.364113 -6.585914 2.314920 -0.001 0.003 -0.001
H 0.992837 -6.008523 1.339263 0.008 -0.002 -0.002
```
Positions in Å, forces in eV/Å.

Output
M = 904.1 g/mol
gap between HOMO and LUMO (spin up / spin down) = 6.627 / 5.835 eV
net charge = -2
multiplicity = 2
E_HOMO (spin up / spin down) = -2.30 / -2.29 eV

Here are the Löwdin charges for atoms 1 to 6, given in e: 0.64, -0.16, -0.40, -0.18, -0.17, -0.18

---

Record 2
C18H39F2NO13 | wB97M-V/def2-TZVPD

Geometry as XYZ:
```
73
Properties=species:S:1:pos:R:3:forces:R:3
N 0.276655 -2.375473 0.517898 1.801 4.503 -3.694
H 0.530065 -1.527829 0.944730 -0.350 1.833 2.609
H -0.524868 -2.016779 0.036421 -0.877 0.626 -1.294
H -0.053808 -3.092361 0.986941 -0.951 -4.715 3.352
H 1.102362 -2.424018 -0.059702 -0.160 -1.553 -1.040
O -1.198447 0.069232 0.544542 1.938 -5.668 -3.605
H -1.414819 0.793255 0.980036 -1.439 5.015 3.370
C -3.831593 2.132509 1.006155 1.469 -2.503 -2.116
C -4.220339 0.667652 0.745824 -7.574 7.145 3.927
O -5.333889 0.785058 -0.099105 0.526 0.180 -1.187
C -5.451873 2.103753 -0.480829 -3.510 -3.127 -1.504
O -6.195812 2.469007 -1.320862 -0.243 0.162 -0.850
O -4.838410 2.832728 0.332448 3.198 4.036 3.309
F -4.720237 0.157010 1.919171 -0.002 -0.246 0.831
H -2.807357 2.365851 0.748294 0.116 0.356 -1.629
H -3.632493 2.153134 2.007990 -1.399 1.083 3.239
H -3.692178 0.019567 0.405234 7.333 -7.158 -4.022
C -1.900566 1.872222 -2.887364 -1.609 -3.743 -0.692
C -1.045849 2.607695 -1.917408 -1.361 -1.414 4.115
O -1.798168 3.822798 -1.709066 2.045 1.174 0.941
C -3.035493 3.810458 -2.215977 0.325 -0.319 -2.660
O -3.848063 4.680197 -2.229656 0.670 -0.675 0.854
O -3.124686 2.677154 -2.980306 0.590 -0.963 -0.233
F 0.296670 2.719328 -2.269361 -1.940 0.621 0.319
H -2.266444 0.766697 -2.317271 1.263 3.153 -1.939
H -1.374780 1.614945 -3.936057 -1.490 0.928 2.283
H -1.213388 2.049571 -0.811297 1.625 1.110 -2.890
C 1.804167 -0.288138 -2.027394 -1.079 -0.503 2.599
O 1.129402 -1.464991 -2.462607 3.930 -1.464 -0.423
C -0.173851 -1.387497 -2.730024 1.667 10.412 3.557
C -0.933267 -2.442415 -2.919421 -5.381 -3.317 -8.565
O -0.760441 -3.485798 -2.180960 1.340 -5.255 2.072
C 0.261792 -4.431605 -2.720295 -1.931 -0.059 1.327
C 0.264573 -5.686631 -1.860444 0.076 -3.826 1.630
O 0.467075 -5.388751 -0.448635 -0.056 2.048 0.135
C 0.609266 -6.495843 0.441787 -5.229 1.267 -5.426
H 2.753767 -0.695960 -1.688853 0.542 0.648 -0.760
H 1.372587 0.107396 -1.024962 -0.032 -0.476 -1.498
H 1.769489 0.545873 -2.719552 0.390 -0.131 -0.348
H -0.382703 -0.621605 -3.521902 -0.009 -0.344 0.442
H -0.541178 -0.933458 -1.743269 -0.443 0.325 -0.886
H -0.815093 -2.709001 -4.191472 -0.446 0.047 2.898
H -1.970775 -1.999930 -2.891029 0.507 -0.977 0.063
H 1.215526 -4.046015 -2.503125 1.315 1.138 -0.360
H 0.075138 -4.573612 -3.816647 0.185 -0.123 1.084
H 1.313180 -6.335493 -2.088995 -3.144 1.292 -0.270
H -0.773929 -6.353363 -1.839999 2.737 1.492 -0.788
H 0.906916 -6.338526 1.333543 1.953 2.611 6.244
H 1.303647 -7.053260 0.052246 3.723 -3.888 -2.330
H -0.331810 -7.003034 0.520075 -0.609 -0.650 -0.127
C 3.206628 0.511221 5.991197 4.290 0.091 -4.291
O 2.799358 1.302120 4.846090 -1.078 -2.538 1.167
C 2.814377 0.321659 3.771632 1.885 3.230 0.050
C 1.750447 0.839582 2.705844 0.571 -10.924 7.351
O 2.150967 1.824782 2.109675 0.902 7.575 -4.660
C 1.085276 2.369898 1.351761 -0.758 5.837 2.327
C 1.586862 3.660192 0.656297 2.885 0.326 3.063
O 2.903763 3.313294 0.132351 -0.828 1.330 0.445
C 3.695547 4.525632 -0.019081 -3.360 -2.055 -2.599
H 2.973989 0.933502 6.861868 -1.225 1.971 3.409
H 4.415127 0.683830 5.835151 -2.502 -1.621 1.116
H 2.821307 -0.538541 5.941119 0.656 0.877 0.229
H 2.716998 -0.732714 4.223235 -0.297 1.495 -1.421
H 3.897944 0.506904 3.316946 -2.034 -1.094 0.403
H 0.835015 0.804993 3.260306 -1.059 0.651 0.086
H 1.888074 -0.213261 2.373219 -1.147 -0.109 -2.705
H 0.045212 2.643343 1.922084 2.677 -0.501 -0.315
H 0.721778 1.762126 0.698003 -1.637 -4.534 -4.152
H 1.734015 4.373201 1.627592 -0.225 -0.949 -2.447
H 1.132801 4.182097 -0.184739 -1.172 -0.336 0.500
H 4.454401 4.163232 -0.609732 2.301 -0.299 -1.148
H 3.976873 4.837498 0.894049 1.102 1.445 3.117
H 3.147576 5.273704 -0.614356 0.055 0.024 0.408
```
Positions in Å, forces in eV/Å.

Output
M = 515.5 g/mol
gap between HOMO and LUMO = 8.121 eV
E_HOMO = -8.34 eV

Here are the Löwdin charges for atoms 1 to 6, given in e: 0.37, 0.08, 0.09, 0.08, 0.14, -0.36

---

Question: M of number 2 (C18H39F2NO13)?
Answer: 515.5 g/mol